[1]
This record from the Open Molecules 2025 dataset describes a cluster of 2 separate species, C3H9NO in total. The level of theory is the ωB97M-V functional and the def2-TZVPD basis.

Geometry as XYZ:
```
14
Properties=species:S:1:pos:R:3
C 1.237 1.070 -0.458
N 1.004 -0.158 -0.463
C 0.851 -0.817 0.815
C -0.599 -1.233 1.016
H 1.376 1.614 0.486
H 1.326 1.662 -1.360
H 1.133 -0.157 1.642
H 1.505 -1.684 0.852
H -1.242 -0.461 0.602
H -0.834 -1.335 2.070
H -0.842 -2.157 0.495
O -1.557 1.600 -1.925
H -1.099 0.866 -2.359
H -2.260 1.190 -1.412
```

Values from the calculation:
Structure (SMILES) = C=NCC.O
LUMO energy = 0.0375 Eh
HOMO energy = -9.7 eV
Kohn-Sham gap = 10.74 eV
E_tot = -6793.67883 eV
Relative energy (zero: lowest compared OMol25 entry of this formula, charge and spin) = 31.75 kcal per mole
M = 75.11 g/mol


[2]
This record from the Open Molecules 2025 dataset describes the molecule C3H9NO. The level of theory is the ωB97M-V functional and the def2-TZVPD basis.

Geometry as XYZ:
```
14
Properties=species:S:1:pos:R:3
C 1.125 0.406 -1.112
C 0.031 -0.225 -0.216
N -1.266 0.158 -0.774
C -0.003 0.233 1.265
O -0.223 -1.026 1.970
H 0.900 1.368 -1.543
H 2.082 0.128 -0.676
H 1.358 -0.325 -1.940
H 0.107 -1.313 -0.310
H -1.292 0.246 -1.787
H -2.038 -0.463 -0.546
H 0.921 0.722 1.583
H -0.898 0.871 1.393
H -0.804 -0.780 2.692
```

Values from the calculation:
Structure (SMILES) = C[C@H](N)CO
LUMO energy = 0.0399 Eh
HOMO energy = -9.1 eV
Kohn-Sham gap = 10.15 eV
E_tot = -6793.47196 eV
Relative energy (zero: lowest compared OMol25 entry of this formula, charge and spin) = 36.52 kcal per mole
M = 75.11 g/mol


[3]
This record from the Open Molecules 2025 dataset describes a cluster of 2 separate species, C3H9NO in total. The level of theory is the ωB97M-V functional and the def2-TZVPD basis.

Geometry as XYZ:
```
14
Properties=species:S:1:pos:R:3
C 2.043 1.653 -0.166
C 1.070 0.518 -0.352
C 1.255 -0.781 0.127
N 0.087 0.689 -1.311
H 1.789 2.424 0.553
H 3.028 1.244 0.064
H 2.212 2.119 -1.137
H 0.652 -1.474 -0.450
H 1.834 -0.923 1.020
H -0.727 1.193 -0.949
H -0.226 -0.153 -1.796
H -4.172 -1.386 1.431
H -4.229 -2.935 1.259
O -4.617 -2.188 1.706
```

Values from the calculation:
LUMO energy (spin up / spin down) = -0.1794 / -0.3041 Eh
HOMO energy (spin up / spin down) = -13.9 / -13.9 eV
Kohn-Sham gap (spin up / spin down) = 9.02 / 5.63 eV
E_tot = -6784.92006 eV
Relative energy (zero: lowest compared OMol25 entry of this formula, charge and spin) = 32.03 kcal per mole
M = 75.11 g/mol
2S+1 = 2
Charge = +1
Expectation value of S² = 0.7650


[4]
This record from the Open Molecules 2025 dataset describes a cluster of 2 separate species, C3H9NO2 in total. The level of theory is the ωB97M-V functional and the def2-TZVPD basis.

Geometry as XYZ:
```
15
Properties=species:S:1:pos:R:3
C 0.072 -1.063 -1.097
N -0.742 0.045 -0.418
C 0.028 1.154 0.057
C 1.478 1.039 -0.355
O 1.677 1.346 -1.513
H 1.002 -1.177 -0.563
H -0.317 -2.021 -1.225
H 0.573 -0.771 -2.038
H -1.359 0.537 -1.196
H 0.093 1.105 1.156
H -0.394 2.205 -0.114
H 2.177 0.579 0.273
O -1.471 -1.072 2.806
H -1.911 -0.398 2.090
H -0.906 -1.508 2.134
```

Values from the calculation:
Structure (SMILES) = CNCC=O.O
LUMO energy = 0.0195 Eh
HOMO energy = -9.4 eV
Kohn-Sham gap = 9.92 eV
E_tot = -8839.60884 eV
Relative energy (zero: lowest compared OMol25 entry of this formula, charge and spin) = 77.17 kcal per mole
M = 91.11 g/mol


[5]
This record from the Open Molecules 2025 dataset describes a cluster of 2 separate species, C3H9NO2 in total. The level of theory is the ωB97M-V functional and the def2-TZVPD basis.

Geometry as XYZ:
```
15
Properties=species:S:1:pos:R:3
C -0.151 -0.043 0.427
C 1.035 -0.951 0.305
C 0.036 1.199 1.244
N -1.365 -0.619 0.377
O -0.597 0.154 -1.569
O -0.031 0.492 -2.842
H 0.392 -0.332 -3.117
H -1.496 -0.927 -0.639
H -2.124 0.018 0.590
H 0.374 0.938 2.250
H 1.264 -1.373 1.290
H 1.905 -0.392 -0.036
H 0.834 -1.761 -0.391
H 0.807 1.818 0.786
H -0.883 1.778 1.324
```

Values from the calculation:
LUMO energy = 0.0289 Eh
HOMO energy = -8.3 eV
Kohn-Sham gap = 9.09 eV
E_tot = -8837.69970 eV
Relative energy (zero: lowest compared OMol25 entry of this formula, charge and spin) = 121.20 kcal per mole
M = 91.11 g/mol


[6]
This record from the Open Molecules 2025 dataset describes a cluster of 2 separate species, C3H9NO2 in total. The level of theory is the ωB97M-V functional and the def2-TZVPD basis.

Geometry as XYZ:
```
15
Properties=species:S:1:pos:R:3
C -0.277 -0.385 -1.804
C -0.693 0.787 -0.842
N -1.182 1.849 -1.624
O -0.652 0.835 0.333
H 0.708 -0.909 -1.446
H 0.056 0.265 -2.676
H -0.909 -1.213 -2.023
H -1.271 2.694 -1.228
H -1.033 1.816 -2.602
C 0.955 -1.338 2.326
O 0.732 0.051 2.554
H 0.423 -1.936 3.079
H 1.092 -1.397 1.202
H 2.060 -1.491 2.703
H -0.008 0.373 2.048
```

Values from the calculation:
Structure (SMILES) = CC(N)=O.CO
LUMO energy = 0.0271 Eh
HOMO energy = -9.6 eV
Kohn-Sham gap = 10.34 eV
E_tot = -8840.86823 eV
Relative energy (zero: lowest compared OMol25 entry of this formula, charge and spin) = 48.13 kcal per mole
M = 91.11 g/mol


[7]
This record from the Open Molecules 2025 dataset describes a cluster of 3 separate species, C3H9NO2 in total. The level of theory is the ωB97M-V functional and the def2-TZVPD basis.

Geometry as XYZ:
```
15
Properties=species:S:1:pos:R:3
C -2.374 -0.049 0.482
N -2.298 -0.262 -0.873
C 1.835 0.110 1.552
C -1.061 -0.159 -1.409
O -1.456 0.164 1.229
H -3.380 -0.030 0.917
H 2.574 -0.676 1.406
H 1.441 0.319 2.546
H 2.204 0.973 1.005
H -0.806 0.915 -1.503
H -1.016 -0.695 -2.349
H -0.117 -0.316 -0.713
H 0.952 -0.262 1.037
H 1.856 0.041 -2.136
O 1.648 -0.072 -1.193
```

Values from the calculation:
LUMO energy = -0.1592 Eh
HOMO energy = -9.6 eV
Kohn-Sham gap = 5.30 eV
E_tot = -8834.90498 eV
Relative energy (zero: lowest compared OMol25 entry of this formula, charge and spin) = 185.64 kcal per mole
M = 91.11 g/mol


[8]
This record from the Open Molecules 2025 dataset describes a cluster of 2 separate species, C3H9NO2 in total. The level of theory is the ωB97M-V functional and the def2-TZVPD basis.

Geometry as XYZ:
```
15
Properties=species:S:1:pos:R:3
C 1.126 0.316 0.433
N -0.009 -0.640 0.439
C 0.151 -2.116 0.128
C -1.246 -0.079 0.543
O -1.654 1.063 0.112
H 1.220 0.557 -0.702
H 1.983 -0.395 0.796
H 0.823 1.111 1.135
H -0.632 -2.521 0.689
H 1.094 -2.521 0.459
H 0.101 -2.256 -0.901
H -1.736 -0.519 1.367
O 0.018 2.581 -1.630
H -0.545 3.387 -1.679
H -0.694 2.032 -1.187
```

Values from the calculation:
Structure (SMILES) = CN(C)C=O.O
LUMO energy = 0.0270 Eh
HOMO energy = -9.4 eV
Kohn-Sham gap = 10.12 eV
E_tot = -8840.41498 eV
Relative energy (zero: lowest compared OMol25 entry of this formula, charge and spin) = 58.58 kcal per mole
M = 91.11 g/mol


[9]
This record from the Open Molecules 2025 dataset describes a cluster of 2 separate species, C3H9NO2 in total. The level of theory is the ωB97M-V functional and the def2-TZVPD basis.

Geometry as XYZ:
```
15
Properties=species:S:1:pos:R:3
C -1.709 -1.647 2.096
C -0.708 -0.906 1.487
O 0.241 -0.424 2.165
O -0.681 -0.671 0.204
H -1.825 -2.624 1.560
H -2.544 -1.089 2.087
H -1.471 -1.758 3.120
H 0.440 -0.598 -0.134
C 1.654 1.038 -1.970
N 0.342 1.589 -1.361
H 1.760 0.016 -1.872
H 2.526 1.555 -1.616
H 1.583 1.322 -2.993
H 0.606 2.287 -0.732
H -0.215 1.910 -2.041
```

Values from the calculation:
Structure (SMILES) = CC(=O)O.CN
LUMO energy = 0.0258 Eh
HOMO energy = -9.5 eV
Kohn-Sham gap = 10.17 eV
E_tot = -8840.15678 eV
Relative energy (zero: lowest compared OMol25 entry of this formula, charge and spin) = 64.53 kcal per mole
M = 91.11 g/mol


[10]
This record from the Open Molecules 2025 dataset describes a cluster of 2 separate species, C3H9NO2 in total. The level of theory is the ωB97M-V functional and the def2-TZVPD basis.

Geometry as XYZ:
```
15
Properties=species:S:1:pos:R:3
C 2.283 0.938 0.778
C 1.678 -0.051 -0.158
O 0.844 0.174 -0.990
O 2.078 -1.301 0.151
H 1.590 1.374 1.498
H 2.596 1.829 0.225
H 3.137 0.510 1.283
H 1.855 -1.923 -0.557
C -2.660 0.207 -0.288
N -1.986 -1.086 -0.278
H -1.995 1.072 -0.429
H -3.231 0.366 0.626
H -3.418 0.178 -1.070
H -1.544 -1.192 -1.182
H -1.227 -1.096 0.390
```

Values from the calculation:
Structure (SMILES) = CC(=O)O.CN
LUMO energy = 0.0235 Eh
HOMO energy = -9.0 eV
Kohn-Sham gap = 9.67 eV
E_tot = -8842.11384 eV
Relative energy (zero: lowest compared OMol25 entry of this formula, charge and spin) = 19.40 kcal per mole
M = 91.11 g/mol